This record from the OMol25 dataset describes a 2-piece molecular cluster, C4H10N overall at a distorted geometry. The level of theory is ωB97M-V with the def2-TZVPD basis set.

Geometry (Å):
C  2.189  0.952  1.383
N  1.066  0.811  0.814
H  2.510  0.113  1.992
H  2.809  1.822  1.237
H  0.822  1.477  0.084
H  0.239  0.202  0.838
C  -0.861  -1.830  -0.632
C  -0.893  -0.418  -1.133
C  -1.605  0.582  -0.591
H  -1.757  -2.441  -0.732
H  -0.079  -2.387  -1.142
H  -0.702  -1.817  0.455
H  -0.369  -0.232  -2.066
H  -1.621  1.509  -1.148
H  -2.169  0.442  0.323

- Total charge: +1
- F_max: 0.04577 hartree/bohr
- E_HOMO: -13.9 eV
- Relative energy (zero: lowest compared OMol25 entry of this formula, charge and spin): 54.4 kcal per mole
- Gap between HOMO and LUMO: 8.3 eV

This record from the OMol25 dataset describes C34H36BN6O6PSTi as an isolated structure at a distorted geometry. The level of theory is ωB97M-V with the def2-TZVPD basis set.

Geometry (Å):
Ti  -0.463  -0.297  0.498
C  -2.708  -2.287  2.428
C  -1.515  -1.727  3.132
C  -1.150  -1.904  4.468
C  0.004  -1.160  4.629
C  0.796  -0.904  5.868
N  0.310  -0.605  3.456
N  -0.641  -0.941  2.516
B  1.314  0.546  3.199
N  0.466  1.857  3.186
N  -0.846  1.814  3.580
C  -1.225  3.066  3.712
C  -2.639  3.386  4.081
C  -0.163  3.953  3.436
C  0.889  3.141  3.106
C  2.254  3.520  2.639
N  2.146  0.149  1.888
N  1.630  -0.719  0.955
C  2.663  -1.190  0.258
C  2.537  -2.305  -0.732
C  3.846  -0.607  0.699
C  3.481  0.231  1.736
C  4.401  1.056  2.576
H  -3.412  -2.677  3.162
H  -2.430  -3.090  1.745
H  -3.213  -1.511  1.852
H  -1.665  -2.486  5.217
H  0.403  -1.514  6.682
H  0.732  0.146  6.159
H  1.851  -1.142  5.729
H  2.137  0.629  4.086
H  -3.255  2.495  3.961
H  -3.043  4.169  3.436
H  -2.722  3.726  5.116
H  -0.181  5.034  3.410
H  2.334  4.607  2.593
H  2.452  3.124  1.638
H  3.032  3.154  3.312
H  1.696  -2.946  -0.488
H  3.440  -2.914  -0.691
H  2.413  -1.976  -1.764
H  4.847  -0.802  0.344
H  5.395  0.608  2.545
H  4.075  1.110  3.613
H  4.476  2.075  2.196
O  -1.256  -4.195  -0.297
C  -0.878  -3.145  -0.768
O  -0.819  -2.023  -0.097
C  -0.397  -3.085  -2.227
C  -0.172  -4.324  -2.808
C  0.305  -4.428  -4.106
C  0.543  -3.271  -4.829
C  0.302  -2.033  -4.257
C  -0.166  -1.911  -2.941
P  -0.612  -0.232  -2.231
C  0.396  0.863  -3.288
C  1.776  0.679  -3.209
C  2.652  1.520  -3.880
C  2.157  2.575  -4.635
C  0.787  2.792  -4.688
C  -0.086  1.951  -4.008
C  -2.326  -0.299  -2.915
C  -3.361  -0.717  -2.085
C  -4.654  -0.843  -2.575
C  -4.938  -0.541  -3.900
C  -3.911  -0.129  -4.738
C  -2.615  -0.018  -4.248
H  -0.373  -5.203  -2.211
H  0.485  -5.402  -4.544
H  0.912  -3.328  -5.846
H  0.476  -1.139  -4.843
H  2.181  -0.121  -2.602
H  3.720  1.358  -3.800
H  2.835  3.242  -5.154
H  0.390  3.633  -5.243
H  -1.143  2.180  -3.998
H  -3.176  -0.926  -1.039
H  -5.444  -1.171  -1.910
H  -5.950  -0.627  -4.277
H  -4.115  0.106  -5.776
H  -1.823  0.262  -4.931
O  0.117  1.601  0.162
S  -1.320  2.099  -0.069
O  -1.573  2.206  -1.505
O  -2.056  0.868  0.491
O  -1.621  3.289  0.665

- 2S+1: 2
- Total charge: -1
- Expectation value of S²: 0.75
- F_max: 0.03315 hartree/bohr
- E_HOMO (spin up / spin down): -4.9 / -5.4 eV
- Relative energy (zero: lowest compared OMol25 entry of this formula, charge and spin): 22.7 kcal per mole
- Gap between HOMO and LUMO (spin up / spin down): 7.4 / 7.9 eV

This record from the OMol25 dataset describes a 3-piece molecular cluster, H6O3 overall. The level of theory is ωB97M-V with the def2-TZVPD basis set.

Geometry (Å):
O  1.750  0.402  -2.595
H  1.774  0.316  -1.638
H  1.497  1.316  -2.755
O  -0.740  -0.162  2.891
H  0.159  -0.493  2.947
H  -0.891  -0.025  1.945
O  -1.000  -0.371  0.070
H  -0.828  0.009  -0.797
H  -1.721  -0.993  -0.069

- Total charge: 0
- F_max: 0.00348 hartree/bohr
- Structure (SMILES): O.O.O
- E_HOMO: -10.9 eV
- Relative energy (zero: lowest compared OMol25 entry of this formula, charge and spin): 10.1 kcal per mole
- Gap between HOMO and LUMO: 11.3 eV

This record from the OMol25 dataset describes one molecule with the formula C3H4OS2 at a distorted geometry. The level of theory is ωB97M-V with the def2-TZVPD basis set.

Geometry (Å):
O  0.863  1.586  0.168
C  1.175  0.390  -0.306
S  2.682  -0.105  -0.399
C  -0.052  -0.475  -0.534
C  -0.935  -0.608  0.645
S  -1.595  0.405  -0.689
H  -0.109  1.815  -0.064
H  -0.014  -1.343  -1.181
H  -0.589  -0.096  1.546
H  -1.428  -1.568  0.813

- Total charge: 0
- F_max: 0.03200 hartree/bohr
- Structure (SMILES): OC(=S)[C@H]1CS1
- E_HOMO: -8.8 eV
- Relative energy (zero: lowest compared OMol25 entry of this formula, charge and spin): 24.0 kcal per mole
- Gap between HOMO and LUMO: 9.1 eV

This record from the OMol25 dataset describes a 2-piece molecular cluster, C9H14 overall at a distorted geometry. The level of theory is ωB97M-V with the def2-TZVPD basis set.

Geometry (Å):
C  -1.968  1.231  2.362
C  -1.489  0.673  1.017
C  -0.725  1.593  0.169
C  -1.757  -0.575  0.689
C  -0.136  1.219  -1.026
C  -1.068  -0.950  -0.543
C  -0.177  -0.210  -1.253
H  -1.093  1.253  2.957
H  -2.587  0.533  2.853
H  -0.652  2.683  0.525
H  -2.185  -1.378  1.269
H  0.684  1.930  -1.499
H  -1.196  -2.042  -0.834
H  0.619  -0.665  -1.954
H  -2.405  2.242  2.179
C  2.801  -1.660  -0.188
C  3.116  -0.843  -1.343
H  2.418  -2.618  -0.370
H  3.572  -1.841  0.644
H  2.052  -1.250  0.302
H  3.335  -1.488  -2.241
H  2.208  -0.329  -1.860
H  3.644  0.096  -1.273

- 2S+1: 2
- Total charge: +1
- Expectation value of S²: 0.77
- F_max: 0.11258 hartree/bohr
- E_HOMO (spin up / spin down): -14.2 / -14.2 eV
- Relative energy (zero: lowest compared OMol25 entry of this formula, charge and spin): 58.5 kcal per mole
- Gap between HOMO and LUMO (spin up / spin down): 9.9 / 5.9 eV

This record from the OMol25 dataset describes C16H10N3RuS2 as an isolated structure. The level of theory is ωB97M-V with the def2-TZVPD basis set.

Geometry (Å):
Ru  -0.159  1.445  -0.003
S  -1.556  3.431  0.171
C  -0.194  3.473  -0.841
S  0.112  2.354  -2.114
C  0.990  4.237  -0.340
C  1.725  3.372  0.494
N  2.015  2.414  1.084
C  1.266  5.579  -0.570
N  1.476  6.697  -0.776
N  -0.025  0.251  1.760
C  0.789  -0.887  1.372
C  1.945  -1.185  2.072
C  2.723  -2.258  1.669
C  2.336  -3.022  0.578
C  1.176  -2.718  -0.112
C  0.378  -1.641  0.269
C  -0.873  -1.319  -0.456
C  -1.705  -2.362  -0.867
C  -2.872  -2.109  -1.568
C  -3.239  -0.807  -1.882
C  -2.430  0.246  -1.499
C  -1.262  0.000  -0.775
H  0.414  0.756  2.527
H  -0.950  -0.043  2.069
H  2.238  -0.582  2.922
H  3.630  -2.496  2.207
H  2.948  -3.854  0.258
H  0.894  -3.305  -0.976
H  -1.441  -3.380  -0.615
H  -3.500  -2.936  -1.872
H  -4.148  -0.612  -2.433
H  -2.702  1.262  -1.752

- 2S+1: 5
- Total charge: +1
- Expectation value of S²: 6.06
- F_max: 0.00959 hartree/bohr
- E_HOMO (spin up / spin down): -12.1 / -12.3 eV
- Gap between HOMO and LUMO (spin up / spin down): 7.5 / 5.8 eV